51
Properties=species:S:1:pos:R:3:forces:R:3:mulliken_charge:R:1 method="wB97M-V/def2-TZVPD" multiplicity=2 charge=0 homo_energy_ev="-7.50 / -7.54"
Ti -2.72176 -0.80314 1.23951 -0.597 -1.446 0.503 0.98
Se -4.45997 -2.47022 0.18488 0.012 0.113 -0.113 -0.30
Se -6.21070 -1.03724 -0.11288 0.058 -0.017 0.170 -0.06
Se -6.28744 0.19515 1.88199 -0.099 -0.211 -0.035 -0.02
Se -4.73858 -0.72240 3.21258 0.160 0.039 -0.171 -0.26
O -3.37786 0.50463 0.23652 0.124 0.859 0.167 -0.22
O -2.56355 0.99653 1.35456 -0.306 0.492 -0.477 -0.63
N -0.92386 2.99607 0.44282 0.993 0.311 -0.250 -0.39
C 0.26551 2.43861 0.08421 -0.226 0.249 -0.297 0.27
S 0.65196 0.85834 0.47963 0.278 0.522 -0.032 -0.22
N 1.06378 3.29566 -0.62887 0.515 -0.707 -0.109 -0.16
C 2.30988 2.99163 -1.27402 -0.396 0.074 0.288 0.11
C 3.34956 3.90189 -1.15698 0.242 0.096 -0.031 -0.52
C 4.55974 3.67438 -1.81113 -0.125 0.036 0.069 -0.55
C 4.73252 2.52878 -2.57537 -0.059 -0.042 -0.010 -0.48
C 3.68219 1.62015 -2.69014 -0.008 0.024 0.006 -0.69
C 2.46999 1.84958 -2.05138 0.042 -0.084 -0.050 0.37
H -1.63433 2.35862 0.74187 -0.480 -0.453 0.353 0.34
H -1.22725 3.84347 -0.00560 0.017 0.028 -0.084 0.22
H 0.83387 4.27049 -0.57795 -0.070 0.197 -0.039 0.27
H 3.21668 4.78936 -0.54350 0.038 -0.087 -0.059 0.37
H 5.36916 4.39159 -1.70980 -0.120 -0.080 -0.011 0.35
H 5.67675 2.34531 -3.08256 -0.170 0.024 0.094 0.37
H 3.80115 0.72200 -3.29178 -0.026 0.143 0.108 0.39
H 1.65636 1.14131 -2.14430 0.052 0.044 -0.004 0.24
N -0.16732 -0.21427 4.60887 -0.154 -0.373 0.221 -0.05
C -0.65478 -1.43611 5.06195 0.419 0.498 0.057 -0.62
C -1.50201 -1.85455 4.10261 -0.282 0.261 -0.603 -0.71
N -1.54494 -0.91086 3.07283 0.151 -0.030 0.505 0.61
C -0.72793 0.06633 3.42311 -0.218 -0.596 0.268 -0.60
H 0.49612 0.36905 5.07801 0.162 0.114 0.109 0.21
H -0.35107 -1.88196 5.99905 -0.050 0.154 -0.212 0.41
H -2.09570 -2.75230 4.08049 -0.018 0.012 -0.052 0.52
H -0.50396 0.93815 2.83509 -0.005 0.043 -0.068 0.38
C 0.49353 -1.36699 -3.57912 -0.101 0.197 -0.061 -0.36
C -0.46712 -0.44383 -3.09037 0.157 -0.102 -0.214 -0.99
C -1.05134 -0.63338 -1.87343 0.262 -0.467 0.049 -0.20
C -0.72725 -1.75521 -1.05631 -0.115 -0.001 0.080 0.71
C -1.33146 -1.97408 0.23861 0.352 -0.089 -0.599 -0.10
C -0.99754 -3.12541 0.91075 0.269 -0.046 -0.301 -0.07
C -0.03790 -4.04786 0.41727 -0.141 -0.014 0.104 -1.06
C 0.56433 -3.82166 -0.78062 0.094 0.060 -0.209 -0.90
C 0.22194 -2.67809 -1.55717 0.131 -0.095 -0.065 1.18
C 0.82610 -2.45456 -2.82926 -0.026 -0.124 0.208 -0.98
H 0.95376 -1.20858 -4.55214 -0.077 -0.014 0.160 0.44
H -0.73646 0.41976 -3.69243 0.024 -0.102 0.064 0.38
H -1.77066 0.07017 -1.51545 -0.361 0.336 0.203 0.59
H -1.46627 -3.36902 1.85184 -0.059 -0.008 0.308 0.31
H 0.21939 -4.92441 1.00338 -0.056 0.054 -0.045 0.40
H 1.31208 -4.51471 -1.16497 -0.135 0.135 0.050 0.35
H 1.55263 -3.17618 -3.19491 -0.073 0.071 0.061 0.37

47
Properties=species:S:1:pos:R:3:forces:R:3:mulliken_charge:R:1 method="wB97M-V/def2-TZVPD" relative_energy_kj_mol=792.0 charge=0 homo_energy_ev=-8.09
N -2.68901 2.48888 1.09967 0.959 -0.844 -2.560 -0.38
N -2.68918 2.78174 -0.19488 1.276 -2.004 1.306 -0.31
N -1.97140 1.02231 2.77785 0.568 -1.521 0.231 -0.67
N -1.72894 0.59336 -0.75336 0.256 0.506 0.628 -1.00
O -1.53876 -1.09843 3.71381 -0.175 -0.662 0.549 -0.39
O 0.45722 -6.18376 0.72964 0.720 -1.427 -1.303 -0.38
O 3.76011 4.25532 -1.99151 -1.077 -2.356 -0.473 -0.44
C -2.08881 1.28296 1.52415 -1.572 3.725 -2.890 0.41
C -2.04471 1.83724 -1.08664 -0.092 -0.241 1.038 0.48
C -1.58219 -0.26544 2.67405 -0.375 -1.238 1.122 0.77
C -1.48616 -0.83217 1.43391 0.432 -0.383 -2.198 0.04
C 0.23582 -4.25362 1.87493 2.398 0.150 2.713 -0.33
C -0.99082 -4.34022 -0.16992 0.571 1.548 2.517 -0.69
C 2.14205 2.79565 -3.06734 0.892 2.530 -0.312 -0.74
C 1.46069 4.10390 -1.13353 4.126 0.655 1.164 -0.21
C -0.27135 -3.02075 2.06187 -1.279 1.663 -0.396 -0.15
C -1.52957 -2.98845 0.02686 2.247 -2.584 -0.768 -0.59
C 0.81276 2.54581 -3.37572 -0.352 0.141 3.406 -0.63
C 0.24069 3.65615 -1.26696 -4.436 -1.340 -1.976 -0.53
C -0.10227 -4.93779 0.76930 -1.517 -1.297 -3.074 0.65
C 2.45598 3.71064 -2.03777 0.721 0.300 0.070 0.58
C -1.12203 -2.29171 1.13549 0.451 0.844 1.222 0.44
C -0.13954 2.85782 -2.36724 0.551 0.023 -0.866 0.46
N -1.77983 0.29164 0.59379 -0.431 0.203 0.769 0.73
C -0.52146 -0.94728 4.66728 0.055 1.480 1.271 -0.66
C 0.28686 -7.15803 -0.35011 -3.357 0.787 -0.565 -0.71
C 3.92021 5.60400 -1.64086 -0.489 -0.487 0.876 -0.70
C -1.55469 2.35408 -2.47411 -1.902 0.458 0.277 -0.99
H 1.05157 -4.62875 2.63992 -2.050 0.438 -1.693 0.22
H -1.23593 -4.87138 -1.02511 -0.541 -0.826 -1.540 0.44
H 2.96467 2.66948 -3.75815 -0.118 -0.478 -0.226 0.37
H 1.67594 4.56191 -0.17115 0.408 0.711 -0.512 0.28
H -0.03374 -2.68267 3.03030 0.192 1.216 0.479 -0.03
H -1.98033 -2.56863 -0.85265 -0.624 0.350 0.126 0.39
H 0.49243 2.06248 -4.24667 -0.176 -0.870 -1.107 0.48
H -0.56819 4.09934 -0.69542 0.103 -0.509 0.570 0.49
H 0.20503 -1.76954 4.66787 -0.486 -0.171 0.107 0.26
H -1.06606 -0.83875 5.65920 1.199 -0.123 -1.003 0.26
H 0.08048 -0.04462 4.41271 -0.477 -0.348 0.559 0.32
H 1.03785 -7.93387 -0.44409 0.506 0.362 0.912 0.26
H -0.74287 -7.69126 -0.17326 1.837 0.887 -0.327 0.29
H 0.21432 -6.70201 -1.38145 0.128 -0.034 1.178 0.26
H 3.84193 5.70388 -0.52972 -0.048 0.415 -0.860 0.25
H 3.17050 6.14858 -2.20234 -0.119 0.719 0.286 0.36
H 4.91497 5.86162 -1.97412 0.204 0.242 0.042 0.24
H -1.71543 1.62515 -3.26782 0.542 -0.600 0.385 0.43
H -2.24881 3.13518 -2.86071 0.350 -0.010 0.845 0.37

51
Properties=species:S:1:pos:R:3:forces:R:3:mulliken_charge:R:1 method="wB97M-V/def2-TZVPD" relative_energy_kj_mol=0.0 charge=0 homo_energy_ev=-8.35
C 3.81496 -1.57352 -4.76828 0.062 0.112 -0.157 -0.84
H 3.98374 -0.54184 -4.44550 -0.016 -0.026 -0.014 0.34
O 3.43781 -2.39453 -3.68722 0.018 -0.190 0.160 -0.48
C 2.32347 -2.07673 -2.98275 -0.245 -0.014 0.211 0.82
C 2.05243 -2.90303 -1.89145 0.152 0.032 -0.194 -0.57
C 0.95066 -2.62652 -1.11355 -0.273 0.224 -0.095 0.96
C 0.10211 -1.53309 -1.39676 0.826 -0.480 -0.281 -1.02
C 0.36527 -0.74292 -2.50576 -0.131 -0.299 0.192 -0.84
C 1.46861 -1.01257 -3.28826 0.177 -0.180 -0.233 -0.42
H 1.66496 -0.38295 -4.13999 0.077 0.059 -0.091 0.42
H -0.29625 0.07576 -2.74121 -0.075 0.122 -0.025 0.59
N -0.93705 -1.37302 -0.52700 -0.852 0.257 0.359 -0.15
C -0.95013 -2.26899 0.38414 0.863 -0.278 -0.565 0.31
N -1.86179 -2.37124 1.39411 -0.159 -0.748 0.398 0.06
C -2.63953 -1.37526 1.96414 0.208 0.389 -0.132 -0.43
O -3.49328 -1.67890 2.76000 -0.208 0.033 0.182 -0.66
C -2.27627 0.03358 1.57848 -0.311 0.210 0.144 3.00
H -1.23668 0.04596 1.24358 -0.231 -0.019 0.057 -1.32
C -2.41681 0.98048 2.77850 -0.032 -0.810 0.260 -1.69
N -1.95473 2.29525 2.42591 1.086 0.265 0.238 0.24
S -0.35772 2.59622 2.74272 -0.143 0.205 0.331 1.39
O -0.14847 2.26202 4.12138 -0.032 -0.338 -0.081 -0.76
O -0.06312 3.92377 2.30189 -0.062 -0.174 -0.319 -0.72
C 0.68327 1.43767 1.81997 -0.376 0.266 1.075 -0.71
C 1.22494 0.36683 2.47612 -0.455 0.517 0.086 0.09
C 2.14532 -0.50047 1.85358 0.380 -0.193 -0.583 -1.05
C 2.58373 -0.27806 0.57633 0.129 -0.383 0.453 -0.53
C 2.05830 0.82109 -0.12175 -0.600 0.920 -0.196 0.27
N 2.34656 1.21389 -1.36375 0.573 -0.030 -0.435 -0.49
S 1.44883 2.49613 -1.71764 0.149 -0.709 0.992 0.10
N 0.64931 2.62904 -0.33520 -0.406 0.651 0.012 -0.56
C 1.06781 1.67424 0.49339 0.511 -0.043 -1.184 1.27
H 3.31317 -0.91155 0.09809 0.071 -0.106 -0.028 0.55
H 2.52627 -1.34029 2.41425 0.049 -0.065 0.038 0.43
H 0.94582 0.21261 3.50674 0.018 -0.034 0.131 0.56
C -2.58982 2.89144 1.27553 0.017 0.395 -0.705 -1.11
C -2.62163 1.96419 0.05766 -0.185 -0.073 0.230 0.29
C -3.14258 0.57893 0.43546 0.191 -0.055 -0.158 -1.21
H -3.08021 -0.08989 -0.42344 -0.094 0.049 0.040 0.42
H -4.18169 0.63615 0.76523 -0.095 -0.038 0.042 0.45
H -1.61410 1.87014 -0.34855 -0.043 0.008 -0.059 -0.23
H -3.25665 2.40883 -0.70945 0.022 0.044 -0.052 0.49
H -2.03309 3.80270 1.05651 -0.239 0.050 -0.085 0.49
H -3.61245 3.15768 1.56642 0.076 0.021 0.027 0.35
H -1.81955 0.64798 3.62807 -0.214 -0.135 0.041 0.57
H -3.46460 1.03099 3.08986 0.103 0.024 0.039 0.28
H -2.00052 -3.29428 1.79024 -0.104 0.205 -0.017 0.32
S 0.36872 -3.46823 0.29594 -0.257 0.388 -0.060 -0.36
H 2.70865 -3.73048 -1.67833 0.131 -0.114 -0.013 0.49
H 4.74739 -1.99366 -5.14162 -0.068 0.076 -0.014 0.25
H 3.06664 -1.59153 -5.56677 0.017 0.015 0.035 0.33

43
Properties=species:S:1:pos:R:3:forces:R:3:mulliken_charge:R:1 method="wB97M-V/def2-TZVPD" relative_energy_kj_mol=1398.3 charge=0 smiles="O=C(C[C@H](c1ccccc1)c1ccccc1O)NCc1ccco1" homo_energy_ev=-8.42
O -0.11341 -2.85158 -0.28449 -0.164 0.972 -1.551 -0.75
C -0.22047 -1.89388 -1.08364 -7.808 -4.080 3.353 0.20
C 0.66488 -0.96051 -1.32403 10.561 4.313 -4.744 -0.30
C 1.09475 0.01484 -0.22302 -6.292 -3.129 4.647 0.59
C 0.20143 1.25378 -0.10278 6.409 -0.086 -10.248 -0.46
C -0.73462 1.50986 0.68393 -5.842 1.450 9.320 0.82
C -1.54948 2.77572 0.87428 5.356 -0.636 -7.923 -0.91
C -1.26899 3.67425 -0.27999 -6.101 0.119 8.282 -0.66
C -0.40993 3.31657 -1.15839 6.618 -1.156 -10.636 -0.55
C 0.38929 2.26858 -1.51895 -3.004 -3.976 10.197 -0.36
C 2.48773 0.13936 0.06310 -1.873 -5.962 0.551 0.01
C 3.12280 1.21199 -0.05290 5.265 11.611 2.457 -0.01
C 4.54134 1.35296 0.35562 -3.508 -7.455 -1.221 -1.24
C 5.18919 0.03493 0.62937 0.296 7.866 -0.205 -0.28
C 4.52020 -1.11446 0.71446 0.240 3.151 -0.314 -1.44
C 3.22856 -0.93248 0.48523 -3.402 -7.710 -1.384 0.74
O 2.66838 -2.36409 0.37393 -0.707 2.935 0.907 -0.60
N -1.44166 -1.44390 -1.54550 -2.813 -8.675 3.633 -0.17
C -2.78426 -2.28103 -1.09841 3.758 10.415 3.711 -1.40
C -3.39252 -1.28665 0.17117 1.492 -1.743 0.803 0.75
C -3.29130 -1.34852 1.64261 -1.343 2.870 -7.752 -0.70
C -3.85746 -0.02827 1.83376 -0.770 0.192 5.585 -0.26
C -4.35292 0.62595 0.76121 0.194 1.614 1.615 -0.34
O -3.96315 -0.12932 -0.26972 -0.286 -1.078 -2.287 -0.37
H 1.66382 -1.65466 -1.67067 -2.209 2.157 0.884 0.43
H 0.42521 -0.34096 -2.20453 0.043 -0.423 0.104 0.38
H 0.47578 -0.70032 0.71773 2.362 1.951 -1.639 0.30
H -0.79541 0.79304 1.67214 -0.119 1.394 -2.499 -0.01
H -2.22382 2.86154 1.61160 -2.200 0.517 2.419 0.77
H -1.80498 4.63202 -0.41524 0.325 -0.657 0.321 0.34
H -0.19657 3.76510 -2.15916 -1.439 2.399 0.909 0.26
H 1.18660 1.90338 -2.07129 0.986 0.473 -1.783 0.64
H 2.47090 2.21360 0.08435 1.633 -2.027 -1.301 0.16
H 5.09345 2.19031 0.45567 1.337 2.781 0.084 0.57
H 6.15467 0.33621 0.95261 1.336 -1.239 0.200 0.32
H 5.05622 -1.91374 0.98147 0.992 -3.527 0.868 0.62
H 1.69458 -2.39809 0.58390 1.065 0.037 -0.448 0.32
H -1.65491 -0.68016 -2.01351 -0.438 4.391 -2.642 0.23
H -3.52953 -2.15041 -1.70114 -3.793 -0.167 -4.381 0.60
H -2.54810 -3.08463 -0.64260 1.683 -5.931 2.316 0.63
H -2.69444 -2.16181 1.94224 0.314 -0.360 1.595 0.49
H -4.03399 0.35667 2.87470 0.228 -0.228 -1.132 0.33
H -4.89714 1.71904 0.75606 1.615 -3.365 -0.671 0.30

58
Properties=species:S:1:pos:R:3:forces:R:3:mulliken_charge:R:1 method="wB97M-V/def2-TZVPD" charge=0 homo_energy_ev=-9.44
Ba -0.19839 0.27073 -0.66136 0.167 -0.082 -0.114 0.96
O -0.78646 -1.20208 1.43154 0.663 -0.444 0.847 -0.16
C -0.33957 -1.81309 2.40417 -0.194 -0.484 -1.214 0.10
O 0.55286 -2.76237 2.37164 -0.267 0.621 -0.129 -0.36
B 0.73343 -3.32858 3.76739 1.305 0.067 -0.087 0.99
O -0.26223 -2.58917 4.53209 -0.825 1.068 1.076 -0.57
C -0.87353 -1.65256 3.83479 0.833 -0.511 -0.801 0.47
O -1.68304 -0.81989 4.11478 -0.138 -0.054 0.757 -0.63
O 2.16148 -3.14707 4.21711 -1.859 0.276 -0.458 -0.50
C 2.62359 -4.33408 4.61181 -1.324 1.042 -0.599 0.62
O 3.70725 -4.48785 5.01649 2.256 -0.899 1.017 -0.54
C 1.54950 -5.40411 4.35666 0.067 1.399 -0.973 0.52
O 0.49094 -4.73301 3.81642 0.109 -1.472 0.380 -0.49
O 1.72973 -6.56570 4.46294 -0.635 -0.624 0.157 -0.52
N 0.97976 -1.65584 -2.88635 -2.180 0.150 0.989 0.84
O 1.65723 -2.18788 -3.72332 0.683 -0.590 0.514 -0.63
O 0.38568 -0.56285 -3.15180 0.347 0.466 -0.006 -0.42
O 0.67289 -2.15351 -1.72064 1.195 0.279 -1.448 -0.45
N 0.58319 4.15168 -2.39945 1.651 -0.310 -0.098 0.05
C 0.64350 2.80775 -2.76889 0.228 0.639 -0.705 -1.39
C -0.57287 2.48272 -3.32403 0.077 1.687 1.444 0.23
C -1.39499 3.62610 -3.16580 -0.205 0.789 -0.044 -0.50
C -0.63901 4.68768 -2.63266 -0.714 -2.162 -1.066 -0.84
H 1.42770 4.72065 -2.27529 -0.696 -0.539 0.145 0.27
H 1.58387 2.27643 -2.83215 -0.040 0.124 0.237 0.58
H -0.93966 1.60378 -3.76084 0.069 -1.242 -0.375 0.75
H -2.43094 3.56227 -3.47578 0.063 0.662 0.136 0.50
H -0.79877 5.73446 -2.50811 -0.346 0.281 0.196 0.45
N -2.46543 -1.75350 -2.57441 1.321 -0.218 0.270 0.20
C -2.97053 -0.55377 -2.95278 0.089 -0.260 -1.012 -0.61
C -3.45507 0.06208 -1.82661 0.049 1.423 -0.424 0.00
C -3.20060 -0.80190 -0.74641 0.416 0.776 0.397 -0.06
C -2.43360 -1.85942 -1.20187 -1.488 -0.911 0.054 -1.06
H -1.92855 -2.34247 -3.20725 -0.214 0.217 0.401 0.31
H -2.86991 -0.34383 -4.01707 -0.372 0.474 0.475 0.44
H -3.78073 1.11358 -1.67598 -0.164 -1.105 -0.579 0.30
H -3.58621 -0.44019 0.19203 0.490 -0.937 0.619 0.40
H -2.05019 -2.76130 -0.72241 -0.174 0.485 -0.131 0.36
N 3.37748 -1.14473 -0.72378 0.000 -0.256 -1.861 0.17
C 3.37774 0.18719 -1.08272 -1.036 0.398 0.980 -0.63
C 2.84288 0.91975 -0.00358 1.240 -1.570 -0.401 -0.64
C 2.64260 -0.06902 1.05509 -0.486 2.656 -0.449 -0.18
C 2.89203 -1.29190 0.52027 -0.262 -0.686 1.513 -0.68
H 3.44076 -1.90822 -1.42742 0.033 0.867 1.004 0.34
H 3.73224 0.48391 -2.05368 -0.048 0.059 -0.076 0.42
H 2.74378 1.99876 0.08788 0.180 -0.288 -0.071 0.47
H 2.42860 0.30651 2.06150 -0.187 -0.955 -0.318 0.44
H 2.70571 -2.23052 1.02238 0.330 -0.131 -0.370 0.52
N -2.09257 1.92134 1.15698 -0.661 -1.366 1.249 0.19
C -1.05638 1.79359 2.02521 1.147 1.546 0.516 -1.00
C -0.15361 2.81081 1.64235 0.215 -1.325 1.507 -0.22
C -0.69151 3.48690 0.54594 0.777 0.606 -0.881 0.01
C -1.91469 2.91749 0.26974 -0.483 0.417 -0.930 -0.73
H -2.94286 1.41349 1.33435 -0.158 0.055 -0.315 0.26
H -1.12047 1.15840 2.91995 0.093 0.217 -0.774 0.41
H 0.77531 3.08955 2.15649 -0.498 -0.375 -0.313 0.50
H -0.09044 4.23980 0.01867 -0.997 -0.307 0.149 0.44
H -2.71892 3.07302 -0.44421 0.555 0.359 -0.008 0.36

no.,energy (eV)
1,-326440.4218
2,-34634.8356
3,-69194.9153
4,-28666.8307
5,-52411.5131